Density functional theory data (ωB97M-V/def2-TZVPD) for a 6-piece molecular cluster, C35H71Cl2F8NO10 overall.

Values from the calculation:
SMILES: CCOCCON(CCOCC(F)(F)C(F)(F)C(F)(F)C(F)F)C(=O)O[C@H](Cl)[C@@H](C)Cl.CCOCC.CCOCC.CCOCC.CCOCC.CCOCC
2S+1: 1
Frontier orbital gap in eV: 9.629

CARTESIAN COORDINATES (ANGSTROEM)
C: 1.88251 -3.43004 -1.93019
C: 2.46135 -4.12136 -3.15780
O: 2.88821 -3.25916 -4.19727
C: 1.92750 -2.32473 -4.65747
C: 2.23143 -0.94983 -4.08818
O: 1.60024 0.01206 -4.93203
N: 1.32555 1.19559 -4.21765
C: -0.02432 1.62165 -4.54409
C: -1.03656 0.77720 -3.77941
O: -2.20539 1.55609 -3.57760
C: -3.08596 0.94272 -2.67851
C: -4.41813 1.66967 -2.76303
F: -4.30291 2.94790 -2.32208
F: -4.81020 1.71877 -4.05686
C: -5.57755 0.99834 -1.96096
F: -5.40381 -0.34403 -1.96308
F: -6.73420 1.27525 -2.58859
C: -5.77105 1.45136 -0.48020
F: -6.37821 2.64071 -0.45739
F: -6.60865 0.54399 0.06448
C: -4.49543 1.48126 0.40604
F: -3.93060 2.70659 0.38655
F: -4.86952 1.20995 1.68816
C: 2.31270 2.17577 -4.53619
O: 2.74056 2.41267 -5.62158
O: 2.69875 2.89031 -3.43784
C: 3.43003 2.21354 -2.46243
Cl: 2.34336 1.62019 -1.15206
C: 4.47201 3.12687 -1.79424
C: 5.50874 2.28065 -1.03579
Cl: 5.22316 4.19376 -2.99549
H: 2.49741 -2.57623 -1.63571
H: 0.84786 -3.10903 -2.07060
H: 1.89516 -4.13369 -1.09360
H: 1.74806 -4.86027 -3.54489
H: 3.35446 -4.67263 -2.85573
H: 0.90767 -2.64227 -4.42034
H: 2.01130 -2.28494 -5.74775
H: 3.31797 -0.81247 -4.07617
H: 1.83362 -0.83865 -3.07558
H: -0.14944 2.67280 -4.28155
H: -0.18698 1.50981 -5.62255
H: -1.28732 -0.13764 -4.32617
H: -0.59263 0.51199 -2.80978
H: -2.69226 1.03885 -1.65762
H: -3.23764 -0.11660 -2.91062
H: -3.77335 0.71116 0.12041
H: 3.93476 1.33873 -2.88116
H: 3.94899 3.75810 -1.07638
H: 5.16511 1.24763 -0.97352
H: 5.60882 2.65510 -0.01696
H: 6.48578 2.32623 -1.51286
C: 0.07879 1.69759 5.67021
C: -0.18736 1.02060 4.33616
O: -1.50677 0.52652 4.19392
C: -2.53624 1.49915 4.25631
C: -2.45500 2.54905 3.16230
H: -0.21696 1.04554 6.49292
H: 1.14097 1.92393 5.76730
H: -0.46856 2.63592 5.76968
H: 0.45326 0.14423 4.23458
H: 0.06330 1.69588 3.50958
H: -2.55976 1.97514 5.24318
H: -3.46400 0.93582 4.15586
H: -1.58759 3.19944 3.28844
H: -3.34612 3.17527 3.17135
H: -2.36989 2.07284 2.18860
C: -11.50060 0.77225 2.06306
C: -11.61727 2.28567 2.11906
O: -10.40384 2.93982 2.44430
C: -9.33612 2.73464 1.53660
C: -9.61002 3.23414 0.12858
H: -11.04106 0.39222 2.97639
H: -12.48684 0.31989 1.95667
H: -10.89282 0.43951 1.21992
H: -12.31119 2.57298 2.90934
H: -12.02738 2.67321 1.17918
H: -9.04696 1.67722 1.51500
H: -8.49472 3.28224 1.96273
H: -10.37654 2.64217 -0.37461
H: -8.70332 3.17253 -0.46813
H: -9.94708 4.27156 0.14989
C: -9.16215 0.50279 5.74999
C: -10.28205 -0.07793 6.59538
O: -10.89845 -1.21919 6.02474
C: -10.05224 -2.33500 5.81992
C: -9.44340 -2.89204 7.09617
H: -9.50362 0.67631 4.72891
H: -8.82871 1.45382 6.16574
H: -8.29544 -0.15914 5.70652
H: -11.08429 0.65323 6.69580
H: -9.92382 -0.29782 7.60782
H: -9.26507 -2.09471 5.09567
H: -10.68874 -3.08929 5.35684
H: -8.71811 -2.20663 7.53700
H: -8.92596 -3.82810 6.88402
H: -10.22137 -3.08184 7.83671
C: 9.54357 1.32769 -5.37833
C: 9.68906 1.59329 -3.88917
O: 8.83822 0.80253 -3.07923
C: 9.04633 -0.59722 -3.15223
C: 10.42815 -1.04250 -2.70612
H: 8.49572 1.39020 -5.67447
H: 10.11256 2.06453 -5.94583
H: 9.91420 0.33967 -5.65568
H: 9.40385 2.62307 -3.67207
H: 10.73452 1.48070 -3.58001
H: 8.83351 -0.96487 -4.16282
H: 8.29142 -1.02847 -2.49367
H: 11.20486 -0.71604 -3.39978
H: 10.47354 -2.13002 -2.64640
H: 10.66233 -0.63400 -1.72252
C: 13.13917 -5.31747 0.49341
C: 12.52993 -3.92804 0.57900
O: 11.36497 -3.76111 -0.20857
C: 10.27064 -4.59426 0.12606
C: 9.74429 -4.38562 1.53634
H: 13.29120 -5.60235 -0.54835
H: 14.10207 -5.33347 1.00455
H: 12.50550 -6.07266 0.96076
H: 13.23633 -3.19265 0.19374
H: 12.33061 -3.66160 1.62335
H: 10.52422 -5.64835 -0.03526
H: 9.49372 -4.34153 -0.59623
H: 10.45368 -4.72434 2.29273
H: 8.82037 -4.94757 1.67572
H: 9.54167 -3.32859 1.71345



Density functional theory data (ωB97M-V/def2-TZVPD) for C36H58O37S4 as an isolated structure at a distorted geometry.

Values from the calculation:
ΔE to the lowest compared entry with this formula, charge and spin in kcal/mol: 0.0
2S+1: 1
Frontier orbital gap in eV: 10.866

CARTESIAN COORDINATES (ANGSTROEM)
C: 5.20551 -20.42810 -12.36591
C: 6.72775 -20.40072 -12.53478
O: 7.03461 -19.08388 -12.13544
S: 5.84671 -18.20720 -11.71000
O: 5.93429 -16.92939 -12.27997
O: 5.68905 -18.38656 -10.30342
O: 4.76579 -19.04781 -12.40047
H: 4.83463 -20.82199 -11.40247
H: 4.80163 -21.00482 -13.15797
H: 7.10595 -20.53054 -13.54058
H: 7.31383 -21.10984 -11.93632
C: 11.20776 -22.38393 -15.93235
C: 9.85203 -21.60990 -16.23871
O: 8.94496 -22.15484 -15.24627
S: 9.33970 -23.64197 -14.89582
O: 8.36400 -24.51550 -15.50857
O: 9.73572 -23.73960 -13.55043
O: 10.57979 -23.74285 -15.74106
H: 11.55820 -21.97444 -15.00241
H: 11.97305 -22.54077 -16.70216
H: 9.53715 -21.79750 -17.26868
H: 9.69826 -20.52629 -16.21816
C: 6.88520 -18.08142 -18.22005
C: 5.41563 -17.39573 -18.56510
O: 4.57377 -17.84606 -17.51587
S: 5.43148 -18.49858 -16.35254
O: 4.65336 -19.57331 -15.81708
O: 6.02120 -17.43862 -15.61763
O: 6.57632 -19.08178 -17.23950
H: 7.60229 -17.39043 -17.76439
H: 7.40563 -18.64591 -19.00158
H: 5.00850 -17.83836 -19.45483
H: 5.53618 -16.25594 -18.63131
C: 9.50588 -17.10639 -13.51172
C: 8.68215 -16.00164 -14.29892
O: 8.84295 -16.30608 -15.76451
S: 9.85901 -17.48482 -15.89486
O: 11.18485 -16.97384 -15.92931
O: 9.37342 -18.37150 -16.94586
O: 9.59817 -18.16893 -14.56401
H: 9.04236 -17.65661 -12.68870
H: 10.50819 -16.90466 -13.20001
H: 9.22863 -15.02356 -14.22252
H: 7.60356 -15.90443 -14.12009
C: 9.63303 -10.73109 -12.32241
C: 8.85947 -11.79909 -11.64862
C: 7.94126 -12.61720 -12.63674
O: 7.99524 -13.94413 -12.12899
C: 9.08736 -14.05308 -11.29842
O: 9.46939 -15.07588 -10.78314
O: 9.66321 -12.88668 -11.15710
H: 8.79578 -10.19435 -12.77566
H: 10.40500 -11.04202 -13.04214
H: 10.02290 -10.08926 -11.47771
H: 8.29028 -11.30320 -10.81029
H: 8.34601 -12.52321 -13.59610
H: 6.89705 -12.24540 -12.60811
C: 11.28900 -17.04290 -19.35371
C: 12.29578 -18.11562 -19.57189
C: 11.74091 -19.52204 -19.79837
O: 12.60477 -20.15902 -20.76243
C: 13.10432 -19.16473 -21.54958
O: 13.60776 -19.22194 -22.58039
O: 12.94819 -17.95244 -20.85600
H: 10.44076 -17.24461 -19.99003
H: 11.78208 -16.13141 -19.72916
H: 11.05536 -16.93104 -18.31548
H: 13.04853 -18.24619 -18.79578
H: 10.72269 -19.45396 -20.13002
H: 11.71064 -20.00712 -18.84717
C: 13.82234 -15.40671 -11.25505
C: 12.56937 -14.52161 -11.15968
C: 13.00523 -13.06690 -11.10632
O: 12.83579 -12.64049 -12.45962
C: 12.04751 -13.44685 -13.18620
O: 11.62411 -13.33269 -14.28731
O: 11.86990 -14.58202 -12.37912
H: 14.27881 -15.31600 -10.31363
H: 14.56364 -14.89732 -11.94329
H: 13.50881 -16.43822 -11.50051
H: 11.89651 -14.92405 -10.42194
H: 14.05560 -12.79467 -10.81790
H: 12.37568 -12.48497 -10.47614
C: 14.89624 -16.19195 -15.56637
C: 14.62317 -17.60418 -15.21568
C: 13.67015 -17.90793 -14.13038
O: 13.03743 -19.10011 -14.54659
C: 13.16798 -19.15596 -15.87255
O: 12.54788 -19.88668 -16.60171
O: 14.19134 -18.45281 -16.27086
H: 15.51261 -16.01437 -16.48651
H: 15.46725 -15.79420 -14.71326
H: 14.02961 -15.51863 -15.67563
H: 15.55047 -18.12166 -14.97765
H: 12.91713 -17.19856 -13.80619
H: 14.21070 -18.14760 -13.18537
C: 8.97744 -12.88853 -19.01748
C: 9.69883 -13.30076 -17.79297
C: 11.16258 -12.84871 -17.88508
O: 11.20068 -11.82520 -16.92399
C: 10.07401 -11.66767 -16.22350
O: 9.83353 -10.79214 -15.38559
O: 9.19313 -12.64720 -16.58419
H: 9.09942 -11.79303 -19.17670
H: 7.92185 -13.13431 -19.00924
H: 9.31441 -13.35609 -19.91287
H: 9.68061 -14.37548 -17.51831
H: 11.43796 -12.43630 -18.88255
H: 11.78804 -13.70255 -17.65138
C: 4.15080 -13.82063 -13.24066
C: 4.48763 -14.69464 -14.36963
C: 3.46025 -14.75880 -15.49801
O: 4.31391 -14.96527 -16.65190
C: 5.54391 -14.51818 -16.34430
O: 6.47077 -14.42946 -17.13249
O: 5.67501 -14.23428 -15.04474
H: 4.04003 -12.81659 -13.64000
H: 4.87555 -13.82074 -12.46506
H: 3.19693 -14.12606 -12.90839
H: 4.67969 -15.72923 -14.02965
H: 2.97143 -13.79578 -15.63836
H: 2.71649 -15.53380 -15.51158
C: 9.39689 -16.58894 -7.52956
C: 9.96432 -17.82993 -8.16618
C: 9.10813 -18.75964 -9.02088
O: 10.02587 -19.31247 -9.89521
C: 11.02463 -18.41708 -10.12210
O: 11.80152 -18.28253 -11.02105
O: 11.02863 -17.55746 -9.13250
H: 10.11245 -16.15121 -6.85331
H: 8.52759 -16.86310 -7.01846
H: 9.14126 -15.89689 -8.33499
H: 10.48495 -18.44659 -7.43096
H: 8.38682 -18.22144 -9.62244
H: 8.58369 -19.46461 -8.39303



Density functional theory data (ωB97M-V/def2-TZVPD) for C24H37IrN2O7Si as an isolated structure at a distorted geometry.

Values from the calculation:
2S+1: 5
<S²>: 6.0136
Frontier orbital gap (spin up / spin down) in eV: 6.802 / 7.410

CARTESIAN COORDINATES (ANGSTROEM)
Ir: -1.41438 1.44969 -0.71155
N: -1.83816 1.09434 1.28708
C: -3.02884 1.89269 1.58158
C: -2.99582 2.69004 2.72086
C: -4.10076 3.36633 3.17795
C: -5.30036 3.20228 2.45839
C: -5.30621 2.51896 1.21025
C: -4.21610 1.72602 0.84471
C: -4.30567 0.74412 -0.24893
C: -5.51609 0.14848 -0.62886
C: -5.53015 -0.76544 -1.71201
C: -4.38337 -1.06093 -2.40483
C: -3.21835 -0.38806 -2.06864
C: -3.21142 0.53017 -1.05510
H: -1.12689 1.37280 1.95909
H: -2.02306 0.08798 1.52868
H: -2.07491 2.73487 3.28233
H: -4.00338 3.93053 4.08216
H: -6.21635 3.51417 2.91194
H: -6.14798 2.65828 0.57968
H: -6.41644 0.36780 -0.06052
H: -6.48343 -1.16540 -1.99080
H: -4.34496 -1.78125 -3.26275
H: -2.32459 -0.65892 -2.62528
O: -2.04019 3.21133 -1.16671
N: -1.68613 3.27168 -2.41832
O: -2.13381 4.14811 -3.13344
O: -0.72802 2.41308 -2.69518
C: 3.29659 -1.29799 2.37687
C: 2.75722 0.10673 2.37995
C: 2.03312 0.66624 3.57495
C: 3.86269 1.10337 2.05709
O: 1.73385 0.24252 1.37718
Si: 1.57147 -0.24998 -0.19061
O: 0.03617 0.07958 -0.66702
O: 2.74983 0.40801 -1.01511
C: 3.36672 0.25972 -2.34576
C: 2.78985 -0.96765 -3.04718
C: 4.86572 0.14561 -2.07728
C: 2.99436 1.60443 -3.00311
O: 1.69635 -1.87596 -0.33396
C: 0.87575 -3.06787 -0.06339
C: -0.03772 -2.74772 1.08045
C: 1.89924 -4.14583 0.23765
C: 0.02745 -3.41030 -1.27082
H: 3.96674 -1.46812 3.21324
H: 3.87836 -1.45152 1.44365
H: 2.49657 -2.02427 2.32871
H: 2.65553 0.62432 4.49844
H: 1.13063 0.09202 3.74715
H: 1.67562 1.66842 3.36220
H: 4.79332 0.90042 2.62794
H: 3.60636 2.13190 2.23190
H: 4.15370 1.04923 0.98679
H: 2.85179 -1.87789 -2.42766
H: 3.36220 -1.21989 -3.94158
H: 1.71680 -0.84039 -3.25516
H: 5.10396 -0.75237 -1.50977
H: 5.19755 1.03579 -1.57375
H: 5.33600 0.08127 -3.06550
H: 1.88655 1.65876 -3.05225
H: 3.45761 1.58153 -3.99920
H: 3.41959 2.40954 -2.42139
H: 0.46153 -2.31782 1.89216
H: -0.52555 -3.61927 1.45704
H: -0.83946 -2.05820 0.73174
H: 2.53639 -3.91341 1.09563
H: 2.54123 -4.26685 -0.59708
H: 1.33025 -5.08898 0.44731
H: -0.65749 -2.57118 -1.41123
H: -0.52997 -4.33124 -1.12435
H: 0.59133 -3.53845 -2.19665